The following is a DFT calculation (the ωB97M-V functional and the def2-TZVPD basis) of a molecular structure, H2NO4P in a non-equilibrium geometry.

As for the electronic energy: -18997.085 eV. For the HOMO-LUMO gap, the calculation gives 9.13 eV.

Structure (XYZ):
```
8
Properties=species:S:1:pos:R:3:forces:R:3:lowdin_charge:R:1
N 0.241 -0.107 1.023 -1.4500 -0.0907 -0.4902 -0.5780
O -0.178 -1.257 1.057 1.3860 0.3404 0.9193 0.0084
O 1.165 0.431 1.589 -0.1891 -0.7523 0.1541 0.0202
O -1.774 -0.187 -0.606 -1.8821 4.0261 0.3206 -0.2458
O 1.071 0.310 -1.347 -3.7668 0.9685 1.4542 -0.3017
P -0.787 0.932 -0.135 3.4320 -0.7174 -1.8778 1.1435
H -1.374 -0.977 -0.779 1.7620 -4.0766 -0.6358 0.0114
H 1.636 0.855 -0.802 0.7080 0.3020 0.1556 -0.0581
```
Forces are in eV/Å.

---

The following is a DFT calculation (the ωB97M-V functional and the def2-TZVPD basis) of 2 unconnected molecules or ions with the total composition H2NO4S in a non-equilibrium geometry.

The total charge is -1. As for the electronic energy: -20545.419 eV. For the HOMO-LUMO gap (spin up / spin down), the calculation gives 8.07 / 8.07 eV.

Structure (XYZ):
```
8
Properties=species:S:1:pos:R:3:forces:R:3:lowdin_charge:R:1
N 0.099 0.871 -1.010 -1.1553 -1.4150 -2.4240 -0.0788
O 0.633 -1.385 2.051 1.0395 0.1323 1.0700 -0.4473
O -0.496 0.706 2.997 0.1689 -2.2416 -1.3261 -0.4342
O -1.767 -1.318 2.159 0.8593 1.4021 0.3753 -0.4435
O -0.787 0.911 -1.899 2.8727 -0.5871 2.6019 -0.1601
S -0.522 -0.522 2.153 -1.3422 0.8314 -2.7480 0.4210
H 0.703 -0.126 -1.038 -1.6403 2.0310 -0.2967 0.0977
H -0.385 -0.037 0.583 -0.8026 -0.1531 2.7476 0.0451
```
Forces are in eV/Å.

---

The following is a DFT calculation (the ωB97M-V functional and the def2-TZVPD basis) of a gas-phase ion, H2NO5PS (charge -2) in a non-equilibrium geometry.

The total charge is -2. As for the SMILES: NS(=O)(=O)P(=O)([O-])[O-]. As for the electronic energy: -31885.810 eV. For the HOMO-LUMO gap, the calculation gives 7.38 eV.

Structure (XYZ):
```
10
Properties=species:S:1:pos:R:3:forces:R:3:lowdin_charge:R:1
N -0.232 1.455 -0.683 -2.2481 0.3980 3.9300 -0.1481
O 1.623 -0.620 -0.904 -0.2305 0.1874 -0.0038 -0.4415
O 1.337 -0.148 1.586 0.5808 1.9923 1.7402 -0.3981
O 0.654 -2.410 0.681 -0.0245 1.0559 -0.3617 -0.4711
O -1.762 0.557 1.275 0.9549 0.5204 0.6572 -0.4689
O -2.186 -0.374 -0.842 1.9285 -0.0046 -0.1568 -0.5115
P 0.975 -0.942 0.418 0.3130 -4.5461 -1.1666 -0.0446
S -1.082 0.063 0.081 -2.9753 0.5118 -1.7322 0.5678
H 0.117 1.189 -1.530 0.8273 -1.4115 -3.0001 -0.0430
H 0.556 1.230 -0.082 0.8739 1.2964 0.0939 -0.0410
```
Forces are in eV/Å.

---

The following is a DFT calculation (the ωB97M-V functional and the def2-TZVPD basis) of 2 unconnected molecules or ions with the total composition H2NOP in a non-equilibrium geometry.

As for the electronic energy: -12855.475 eV. For the HOMO-LUMO gap (spin up / spin down), the calculation gives 8.32 / 8.32 eV.

Structure (XYZ):
```
5
Properties=species:S:1:pos:R:3:forces:R:3:lowdin_charge:R:1
N -0.762 -0.036 -0.051 3.5888 0.1292 2.6978 -0.3448
O -3.116 -0.693 0.014 -0.2567 0.4680 -0.0013 -0.5321
P -2.333 0.565 0.005 0.5015 -0.6964 0.0666 0.6134
H -0.663 -1.030 0.357 -0.1450 1.9424 -0.8950 0.0031
H 0.682 0.802 0.719 -3.6886 -1.8432 -1.8681 0.2604
```
Forces are in eV/Å.

---

The following is a DFT calculation (the ωB97M-V functional and the def2-TZVPD basis) of a gas-phase ion, H2NOS2 (charge -1) in a non-equilibrium geometry.

The total charge is -1. As for the electronic energy: -25237.210 eV. For the HOMO-LUMO gap (spin up / spin down), the calculation gives 5.09 / 7.10 eV. Its spin multiplicity is 3.

Structure (XYZ):
```
6
Properties=species:S:1:pos:R:3:forces:R:3:lowdin_charge:R:1
N 0.190 -0.010 0.706 -0.1766 1.4421 0.4402 -0.8385
O 0.671 0.977 1.304 -0.1182 -0.5424 0.3743 -0.3082
S 0.507 -0.042 -1.412 1.0854 -0.1303 -1.8204 0.1899
S -1.627 -0.193 0.645 0.1537 -2.0673 0.1097 0.4038
H 1.621 0.718 -1.265 -0.2987 -0.3042 0.2138 -0.2851
H -1.362 -1.449 0.022 -0.6456 1.6020 0.6824 -0.1618
```
Forces are in eV/Å.

---

The following is a DFT calculation (the ωB97M-V functional and the def2-TZVPD basis) of a molecular structure, H2Na9O17S4 in a non-equilibrium geometry.

The total charge is +1. As for the electronic energy: -117916.033 eV. For the HOMO-LUMO gap, the calculation gives 1.57 eV.

Structure (XYZ):
```
32
Properties=species:S:1:pos:R:3:forces:R:3:lowdin_charge:R:1
Na -18.707 13.638 2.318 0.8391 -0.2179 0.8577 0.7793
Na -14.164 15.094 -3.848 -0.4209 -0.2460 0.3170 0.5082
Na -16.573 10.168 -4.372 0.1282 0.3975 0.3384 0.6524
Na -18.265 14.378 -2.896 0.6226 -0.2523 0.1302 0.4816
Na -14.464 11.941 3.389 -0.0865 0.4357 0.4216 0.7389
Na -10.893 11.240 -0.685 -0.2840 -0.0230 0.6946 0.8507
Na -15.889 17.726 0.024 -0.0919 -0.3942 0.7892 0.7370
Na -12.488 14.548 0.920 -0.4394 -0.3977 0.9877 0.7070
Na -18.683 10.106 -0.391 0.6378 -0.0608 0.9530 0.7086
S -15.474 12.733 -0.680 -0.3350 0.6561 0.9553 0.0800
O -15.460 14.181 -0.952 0.0421 2.0469 -0.2179 -0.4930
O -16.335 12.136 -1.708 -1.0408 -1.4366 -1.6121 -0.4862
O -14.084 12.278 -0.743 1.8571 -0.8591 -0.2659 -0.4289
O -16.037 12.436 0.640 -0.3926 -0.0654 0.7875 -0.3909
S -10.523 12.510 3.899 0.9584 1.8679 2.3967 0.1107
O -9.573 11.516 4.279 1.6237 -1.5849 0.5968 -0.2435
O -11.517 12.623 4.970 -1.0363 0.0964 0.6310 -0.2346
O -9.905 13.812 3.693 0.6235 1.2966 0.1115 -0.2877
O -11.158 12.162 2.680 -3.1934 -1.5388 -5.3721 -0.4224
S -18.172 9.274 3.805 0.0249 -1.3305 -0.3838 0.1126
O -17.604 8.063 3.216 0.2039 -0.4022 -1.0777 -0.3124
O -19.093 8.952 4.849 -1.7395 -0.9199 2.0268 -0.2237
O -17.106 10.006 4.427 2.8439 1.9410 1.0417 -0.2613
O -18.856 10.121 2.852 -0.9287 1.6327 -3.1222 -0.4142
S -15.717 15.835 4.178 -0.3635 0.5739 2.4059 0.2051
O -16.325 16.835 3.304 -1.0046 0.6092 -1.7063 -0.4358
O -14.670 15.125 3.438 1.2389 -1.5377 -1.2868 -0.3882
O -15.072 16.540 5.318 -0.4478 -0.8153 -0.4788 -0.2856
O -16.737 14.858 4.700 0.5444 0.4549 -1.0186 -0.3694
O -15.645 8.245 0.048 -0.2283 0.1360 -0.5558 -0.0489
H -15.872 8.224 0.978 -0.3051 -0.1762 0.6419 0.0277
H -14.749 8.582 0.027 0.1497 0.1134 0.0134 0.0269
```
Forces are in eV/Å.